[1]
The following is a quantum chemistry calculation of a structure of composition C34H34IN8O2Ti, from the Open Molecules 2025 dataset.

Geometry as XYZ:
```
80
Properties=species:S:1:pos:R:3:lowdin_charge:R:1
Ti -0.05925 0.17529 0.19736 1.109
C 2.72711 1.02365 1.67812 -0.118
N 2.12665 -0.13836 0.99339 -0.192
C 2.28281 -1.32181 1.87704 -0.093
C 1.00804 -2.07468 2.14832 -0.258
C 1.06522 -3.24966 2.88221 0.010
C -0.10884 -3.90237 3.20480 -0.013
C -1.31206 -3.35038 2.78997 -0.017
C -1.28456 -2.19005 2.04679 -0.095
N -0.14737 -1.55893 1.71232 0.012
C 2.85938 -0.38804 -0.28030 -0.096
C 2.22460 -1.54415 -0.98992 -0.249
C 2.93804 -2.45296 -1.74906 0.018
C 2.24990 -3.48415 -2.36953 -0.014
C 0.87801 -3.57801 -2.19399 -0.017
C 0.24513 -2.62810 -1.41607 -0.089
N 0.90000 -1.62212 -0.83208 0.037
C 2.48119 2.29960 0.93433 -0.259
C 3.22821 3.43220 1.21943 0.006
C 2.98859 4.58478 0.49538 -0.021
C 2.02267 4.54585 -0.49983 -0.020
C 1.32328 3.37395 -0.70675 -0.086
N 1.52732 2.25488 0.00653 0.083
H 3.80471 0.86810 1.80269 0.148
H 2.29696 1.09903 2.67679 0.119
H 2.68435 -0.99763 2.83940 0.140
H 3.02618 -2.00932 1.46856 0.145
H 2.02395 -3.63841 3.20166 0.133
H -0.08861 -4.81985 3.77761 0.127
H -2.25710 -3.81358 3.03528 0.121
H -2.19739 -1.73398 1.69842 0.112
H 3.92041 -0.56307 -0.07987 0.146
H 2.77895 0.49437 -0.91344 0.133
H 4.01087 -2.35639 -1.85028 0.130
H 2.77946 -4.20979 -2.97255 0.126
H 0.30730 -4.37254 -2.65331 0.118
H -0.82172 -2.65372 -1.25259 0.077
H 3.99055 3.39739 1.98734 0.129
H 3.55342 5.48689 0.68913 0.124
H 1.81366 5.40819 -1.11723 0.120
H 0.56960 3.33285 -1.48010 0.107
C -2.29625 4.14632 0.52124 0.006
C -1.58011 2.85891 0.75763 -0.247
N -1.23480 2.03766 -0.15934 -0.046
N -1.54155 2.32336 -1.46598 0.044
C -0.87059 1.49486 -2.25355 -0.444
O -0.06751 0.61051 -1.77843 -0.136
C -1.05610 1.58984 -3.70923 -0.154
C -0.36798 0.69734 -4.52922 -0.019
C -0.54531 0.74070 -5.90254 -0.058
C -1.41158 1.67164 -6.45856 -0.055
C -2.09973 2.56457 -5.64389 -0.058
C -1.92384 2.52769 -4.27203 -0.022
C -1.15971 2.44814 2.10732 -0.192
C -1.42492 3.23868 3.21481 0.023
C -1.02329 2.81454 4.46927 -0.008
C -0.37151 1.59841 4.57115 -0.015
C -0.14376 0.87105 3.41685 -0.113
N -0.50849 1.27095 2.19355 0.067
H -1.66316 4.98737 0.81581 0.103
H -3.20963 4.20069 1.11600 0.100
H -2.54274 4.24747 -0.52984 0.076
H 0.29915 -0.02603 -4.07987 0.113
H -0.00830 0.05191 -6.54112 0.112
H -1.54935 1.70576 -7.53130 0.115
H -2.76973 3.29234 -6.08149 0.113
H -2.44700 3.22211 -3.62848 0.110
H -1.94583 4.17653 3.08775 0.121
H -1.22154 3.41491 5.34700 0.128
H -0.04750 1.20813 5.52546 0.123
H 0.35108 -0.08511 3.48756 0.102
N -3.62981 0.27127 -1.42150 0.231
C -2.98463 -0.79184 -0.97094 -0.597
O -1.92792 -0.75036 -0.30855 -0.111
C -3.58319 -2.13472 -1.28492 -0.541
I -3.25333 -2.57283 -3.34547 0.907
H -3.16799 1.17766 -1.44592 0.092
H -4.41424 0.14064 -2.04126 0.124
H -4.65521 -2.15942 -1.10819 0.065
H -3.09428 -2.91165 -0.70929 0.048
```

Total charge = +2
Multiplicity = 2
HOMO level (alpha / beta) = -13.23 / -13.22 eV
Energy above the lowest of the compared OMol25 structures with the same formula, charge and spin = 0.0 kJ/mol

***

[2]
The following is a quantum chemistry calculation of a structure of composition C34H35As2BrNO5RuSTe in a non-equilibrium geometry, from the Open Molecules 2025 dataset.

Geometry as XYZ:
```
81
Properties=species:S:1:pos:R:3:lowdin_charge:R:1
Ru -0.78228 0.73395 0.32774 0.409
O -2.61763 -1.11348 6.05359 0.090
C -2.36349 -0.64935 4.80977 -0.306
C -2.67704 -1.34176 3.65308 0.020
C -2.35841 -0.75624 2.45274 -0.149
N -1.78220 0.44943 2.31531 -0.069
C -1.49147 1.08577 3.45037 -0.702
Br -0.67540 2.78066 3.41929 0.771
C -1.75876 0.58486 4.71104 -0.043
H -2.99308 -1.99864 6.00138 0.115
H -3.14187 -2.32010 3.68105 0.125
H -2.54194 -1.29650 1.54216 0.071
H -1.49821 1.14320 5.59746 0.115
C -4.45549 -0.21202 -0.19473 -0.273
As -2.66111 -0.21233 -0.88750 1.032
C -3.02120 0.34003 -2.70618 -0.262
C -2.29587 -2.08450 -1.25582 -0.406
C -3.32756 -2.99885 -1.46151 -0.103
C -3.03512 -4.31852 -1.78043 -0.080
C -1.70848 -4.72375 -1.89981 -0.077
C -0.68411 -3.80613 -1.70898 -0.099
C -0.97413 -2.48229 -1.38083 -0.394
As 0.42823 -1.13735 -1.17972 1.148
C 1.88398 -2.23849 -0.52962 -0.262
C 0.95537 -1.02108 -3.04390 -0.267
H -5.15165 -0.31820 -1.02154 0.033
H -4.60989 0.74520 0.29677 0.031
H -4.60636 -1.00881 0.52766 0.023
H -3.63090 -0.42148 -3.19015 0.041
H -2.07765 0.45213 -3.23181 0.016
H -3.53889 1.29082 -2.69975 -0.010
H -4.36118 -2.68779 -1.37763 0.095
H -3.83880 -5.02753 -1.94156 0.104
H -1.47233 -5.75303 -2.14059 0.104
H 0.34486 -4.13197 -1.80660 0.096
H 2.25452 -2.86642 -1.33736 0.029
H 1.52476 -2.83158 0.30433 0.028
H 2.68562 -1.59086 -0.17680 0.035
H 0.97957 -2.02309 -3.47202 0.030
H 1.93908 -0.56201 -3.10148 0.017
H 0.24939 -0.39850 -3.59308 0.025
Te -1.55227 3.23440 0.00917 0.773
C -2.64062 3.45354 -1.77405 -1.073
C -3.99070 3.62333 -1.91892 -0.282
C -4.39997 3.80810 -3.28138 -0.206
C -3.34426 3.78997 -4.14544 -0.430
S -1.87952 3.57039 -3.29662 0.905
H -4.67207 3.60905 -1.07433 0.093
H -5.42691 3.95563 -3.59492 0.097
H -3.35652 3.91013 -5.22086 0.063
O 1.02297 0.84588 1.44796 -0.220
C 1.03114 -0.29847 2.02207 -0.650
O 0.18224 -1.17917 1.78015 -0.092
C 2.10134 -0.57777 3.03256 -0.130
C 2.25723 -1.88089 3.47241 -0.020
C 3.25171 -2.23117 4.39702 0.021
C 4.05070 -1.21481 4.84656 -0.227
O 5.07583 -1.29832 5.74216 0.032
C 5.60059 0.03430 5.88149 -0.109
O 4.81945 0.89049 5.03457 0.031
C 3.89447 0.08481 4.41941 -0.205
C 2.93933 0.44791 3.51037 0.083
H 1.58088 -2.63371 3.08853 0.112
H 3.38357 -3.24913 4.74306 0.120
H 6.63685 0.04732 5.55971 0.133
H 5.50224 0.35345 6.91435 0.133
H 2.81725 1.46570 3.16156 0.131
C 1.88397 1.70905 -1.46690 0.016
C 2.64926 2.05399 -2.62224 -0.316
C 2.08064 2.78698 -3.68196 -0.043
C 2.83400 3.14238 -4.78870 -0.085
C 4.17487 2.77115 -4.87568 -0.097
C 4.75530 2.03361 -3.84412 -0.094
C 4.00455 1.67658 -2.73623 -0.056
H 2.32539 1.22654 -0.60799 0.043
H 0.85916 2.07431 -1.37992 -0.027
H 1.03898 3.07661 -3.61113 0.070
H 2.37949 3.71618 -5.58829 0.101
H 4.76464 3.05624 -5.73888 0.097
H 5.79694 1.73879 -3.90897 0.099
H 4.45495 1.10317 -1.92992 0.109
```

Multiplicity = 2
HOMO level (alpha / beta) = -6.42 / -6.46 eV
Energy above the lowest of the compared OMol25 structures with the same formula, charge and spin = 160.3 kJ/mol

***

[3]
The following is a quantum chemistry calculation of a structure of composition C34H35AsN7OS5SiSn in a non-equilibrium geometry, from the Open Molecules 2025 dataset.

Geometry as XYZ:
```
85
Properties=species:S:1:pos:R:3:lowdin_charge:R:1
Sn 1.13919 1.22088 0.92864 0.811
N 4.14299 -1.93672 -0.61616 0.053
C 3.21079 -1.23332 0.08484 -0.882
S 1.76319 -0.86652 -0.71226 0.634
N 3.54089 -0.89602 1.29724 -0.012
N 2.72159 -0.09362 1.96964 -0.106
C 3.03219 0.11668 3.22144 -0.211
C 4.23969 -0.51482 3.79804 -0.197
C 5.48349 -0.01672 3.42494 -0.029
C 6.64609 -0.60852 3.88234 -0.085
C 6.57949 -1.71082 4.71964 -0.103
C 5.34449 -2.21502 5.09404 -0.091
C 4.17859 -1.61972 4.63924 -0.033
C 2.20159 1.00218 3.96654 -0.224
C 2.37209 1.22818 5.33774 -0.003
C 1.49769 2.05778 5.99844 -0.053
C 0.45669 2.64108 5.28184 -0.062
C 0.37219 2.38468 3.93364 -0.232
N 1.21889 1.60998 3.27874 -0.038
H 3.80029 -2.42382 -1.42586 0.067
H 4.87899 -2.36632 -0.07976 0.087
H 5.52589 0.83518 2.76324 0.121
H 7.60749 -0.21322 3.58044 0.099
H 7.48919 -2.17552 5.07824 0.095
H 5.29129 -3.08432 5.73774 0.098
H 3.21839 -2.02562 4.92534 0.118
H 3.18389 0.73678 5.84834 0.108
H 1.60779 2.24708 7.05514 0.104
H -0.27511 3.27898 5.74624 0.078
H -0.42651 2.80358 3.34454 -0.017
S 0.55189 5.49348 3.00314 -0.103
As -1.72531 5.27728 2.43004 0.176
S 0.99869 4.66268 1.15414 -0.155
S -0.74381 3.60238 0.85354 -0.162
S -2.59031 4.39748 4.08004 -0.181
C -2.58291 1.03788 1.98714 -0.247
Si -1.05571 -0.12252 1.78614 0.532
C -0.99741 -1.13442 3.43644 -0.220
C -1.46171 -1.32022 0.34254 -0.329
C -1.37821 -0.81952 -0.95416 -0.180
C -1.42241 -1.65182 -2.05296 -0.116
C -1.62341 -3.00982 -1.87056 -0.107
C -1.76561 -3.52002 -0.59286 -0.097
C -1.65441 -2.68562 0.50474 -0.107
H -3.51521 0.48998 2.08924 0.021
H -2.67751 1.69928 1.13074 -0.021
H -2.47671 1.66788 2.86554 -0.027
H -1.94991 -1.61792 3.63774 0.016
H -0.78211 -0.47422 4.27244 0.006
H -0.22341 -1.89532 3.39814 0.012
H -1.22521 0.24518 -1.09436 0.082
H -1.28091 -1.25682 -3.04956 0.096
H -1.64921 -3.66712 -2.72726 0.095
H -1.93031 -4.57912 -0.44996 0.094
H -1.70161 -3.10492 1.49944 0.089
C -4.43931 -3.64772 -3.83716 -0.060
C -3.99281 -2.30682 -4.33446 -0.296
C -4.11671 -1.17962 -3.53416 -0.049
C -3.72451 0.06538 -3.98556 -0.014
C -3.21731 0.21628 -5.27036 -0.262
N -2.89541 1.47908 -5.80596 0.118
C -2.77691 2.66748 -5.11786 -0.537
O -3.26761 3.69418 -5.54396 0.070
N -2.07091 2.65278 -3.93606 0.134
C -0.84621 2.05008 -3.63766 -0.209
C -0.19631 1.12588 -4.44826 -0.018
C 1.07139 0.70588 -4.07906 -0.061
C 1.65429 1.22558 -2.93526 -0.231
N 1.02649 2.07658 -2.13716 0.032
C -0.18281 2.47138 -2.47736 -0.122
C -3.09401 -0.90742 -6.08236 -0.031
C -3.47241 -2.15052 -5.61336 -0.048
H -4.48421 -3.65292 -2.75096 0.073
H -3.76201 -4.43332 -4.16586 0.074
H -5.43201 -3.87812 -4.22536 0.079
H -4.53741 -1.26922 -2.54376 0.123
H -3.82741 0.92268 -3.34146 0.116
H -3.24931 1.63378 -6.74166 0.152
H -2.21511 3.50148 -3.40126 0.154
H -0.64631 0.76548 -5.35996 0.098
H 1.60619 -0.00512 -4.69116 0.103
H 2.65409 0.94568 -2.63826 0.081
H -0.66101 3.16988 -1.80086 0.049
H -2.71101 -0.80122 -7.08786 0.109
H -3.37431 -3.01412 -6.25686 0.110
```

Total charge = -1
Multiplicity = 1
HOMO level = -3.90 eV

***

Ordered electronic energy results: -83034.780, -259981.818, -177033.492; unit eV.